{"formula": "C11H21AuClN5O5P", "method": "ωB97M-V with the def2-TZVPD basis set", "homo_lumo_gap_ev": 8.63, "charge": 1, "e_homo_ha": -0.4324, "spin_multiplicity": 1, "species": ["Au", "N", "C", "N", "C", "C", "O", "C", "C", "H", "H", "H", "H", "H", "H", "H", "H", "O", "Cl", "O", "O", "O", "C", "N", "C", "N", "C", "N", "C", "P", "C", "C", "H", "H", "H", "H", "H", "H", "H", "H", "H", "H", "H", "H", "H"], "xyz": [[-2.1848, -1.0429, -0.3037], [0.5456, 0.3102, 0.7877], [0.9055, 0.0336, 1.8577], [1.3074, -0.2769, 3.0552], [2.0248, 0.6843, 3.9035], [1.1331, 1.0424, 5.0812], [0.7433, -0.1213, 5.7786], [-0.0226, -0.9907, 4.9611], [0.7842, -1.4595, 3.7640], [2.2959, 1.5585, 3.3142], [2.9353, 0.1951, 4.2560], [0.2448, 1.5814, 4.7235], [1.6666, 1.6772, 5.7869], [-0.9359, -0.4837, 4.6239], [-0.3055, -1.8416, 5.5778], [0.1796, -2.0509, 3.0818], [1.6433, -2.0493, 4.0903], [-3.6223, -2.1514, 0.7144], [-2.9019, -3.2780, 1.4821], [-1.7539, -2.6621, 2.0875], [-3.8214, -3.7597, 2.4371], [-2.5132, -4.2522, 0.5233], [-0.4959, 2.1399, -3.9633], [-0.6929, 0.6515, -4.2774], [0.6909, -0.0019, -4.3941], [1.4315, 0.2040, -3.2043], [1.5696, 1.6315, -2.9227], [0.2743, 2.2950, -2.7837], [-0.4187, 1.9224, -1.5477], [-0.6823, 0.1013, -1.4958], [-1.4851, -0.0057, -3.1840], [0.9484, -0.5549, -2.0486], [-1.4891, 2.5761, -3.8632], [0.0189, 2.5697, -4.8234], [-1.1873, 0.5559, -5.1659], [1.1821, 0.4713, -5.2452], [0.5251, -1.0595, -4.5952], [2.1179, 2.1003, -3.7414], [2.1352, 1.7584, -2.0016], [-1.3850, 2.4257, -1.4811], [0.1820, 2.2307, -0.6962], [-2.4664, 0.4690, -3.1510], [-1.6237, -1.0533, -3.4537], [0.8317, -1.6100, -2.3040], [1.6709, -0.4803, -1.2406]]}

{"formula": "C4H5NO", "method": "ωB97M-V with the def2-TZVPD basis set", "homo_lumo_gap_ev": [7.50, 7.51], "charge": 0, "e_homo_ha": [-0.3246, -0.3248], "spin_multiplicity": 1, "species": ["C", "C", "C", "O", "C", "N", "H", "H", "H", "H", "H"], "xyz": [[-1.4879, -0.2587, -0.3742], [-0.1021, -0.1204, -0.2178], [0.5169, 0.6588, 0.7849], [1.8405, 0.5749, 0.5356], [1.9828, -0.3656, -0.4516], [0.8828, -0.8608, -0.8886], [-1.7067, 0.7525, 1.2233], [-1.9102, -1.2459, -0.5784], [-2.1445, 0.5704, -0.6176], [-0.9436, 1.0902, 1.3994], [2.9951, -0.6457, -0.7193]]}

{"formula": "H2N2O4S", "method": "ωB97M-V with the def2-TZVPD basis set", "homo_lumo_gap_ev": 9.59, "charge": 0, "e_homo_ha": -0.4092, "spin_multiplicity": 1, "species": ["N", "N", "O", "O", "O", "O", "S", "H", "H"], "xyz": [[-1.5940, -1.0294, 0.2445], [-0.4354, 1.0305, 0.5511], [-0.8008, 1.3016, -0.5655], [-0.8833, -0.1314, 1.1383], [1.5044, -0.3582, -1.1655], [2.8035, 0.4270, 0.7147], [1.9047, 0.7450, -0.3447], [-0.6924, -1.5652, 0.0400], [-1.8067, -0.4198, -0.6129]]}

Maximum force in eV/A, matching the order above: 0.775, 0.349, 2.471
Energy above the lowest of the compared OMol25 structures with the same formula, charge and spin in kJ/mol, matching the order above: 44.7, 581.9, 249.3